1.
C43H65BrN7SScSi3 | wB97M-V/def2-TZVPD

orbital gap: 8.05 eV
calculated total energy: -181283.536 eV
energy relative to the best compared isomer or geometry (same formula, charge and spin): 0.0 kcal/mol
E_LUMO: -5.0 eV

Geometry as ORCA input:
```
! RIJCOSX wB97M-V def2-TZVPD def2/J DEFGRID3
* xyz 2 1
Br -1.52343 -0.82612 -0.27140
Sc 0.80056 0.87901 0.21834
S 1.44680 3.31163 -0.65034
Si -3.13286 -2.04114 -1.59212
Si 4.40874 1.26347 0.59601
Si 2.93798 0.34242 -2.13069
N 0.94970 1.36255 2.33759
N 0.35133 4.29530 -2.92624
N 1.47512 -1.17168 0.68647
N 1.48213 1.21993 4.46268
N -1.11865 3.30424 -1.67249
N 3.10663 -1.51282 10.43920
N -1.28715 2.18815 0.41092
C -3.01381 3.71451 -0.24759
C -1.81436 3.04686 -0.45753
C 1.46023 0.47423 8.08364
C -4.07812 -2.70058 1.05625
C -2.08225 -4.57317 -0.84344
C -1.99704 1.95064 1.52750
C -2.17067 -3.62050 -2.04670
C 1.12259 1.02940 6.86241
C 3.59221 1.85576 -3.01631
C -2.91371 -4.33553 -3.18791
C 1.56100 4.96113 -3.40226
C -1.77341 3.72866 -2.83222
C -3.20965 2.53799 1.81073
C -4.55105 -2.24559 -0.33714
C -3.72829 3.45011 0.90427
C -2.36254 -0.86731 -4.07197
C -0.86086 4.33354 -3.60093
C 2.83178 -1.04744 9.42676
C 2.02068 -3.38681 1.34804
C 2.74199 -0.93858 0.27056
C -5.53886 -3.28847 -0.88730
C -0.71920 -3.34486 -2.47888
C 2.85741 -0.27685 5.79241
C 6.03901 0.79950 -0.21247
C 1.82345 0.64414 5.73102
C -3.65917 0.61392 -2.59645
C -4.79536 -1.30051 -3.73835
C -3.50177 -0.85038 -3.04228
C 0.20627 3.65392 -1.75453
C 1.23519 0.53950 3.33842
C 2.93633 0.44043 -0.26110
C 1.11991 0.10334 -2.63263
C 1.02797 2.64322 2.86515
C 3.69529 -1.95935 0.38462
C 3.18556 -0.84026 7.01308
C 2.48746 -0.46424 8.15787
C -5.29355 -0.91590 -0.13218
C 1.12072 -2.36138 1.20312
C 4.41982 0.72028 2.40629
C 3.88562 -1.13870 -2.77245
C 4.37285 3.13508 0.61647
C 1.35251 2.56377 4.17805
C 3.33567 -3.17343 0.92503
H -6.40287 -3.34197 -0.22015
H -3.44968 -1.94938 1.53379
H -6.05149 -1.05561 0.64320
H -4.73900 -2.33034 -4.09552
H 0.31722 1.74843 6.78931
H 5.27939 3.44650 1.14445
H -3.94982 -4.56216 -2.93029
H 4.40522 3.58638 -0.37548
H -4.48784 0.77068 -1.90942
H 6.25796 -0.26944 -0.19445
H 4.70433 -1.78399 0.04123
H 4.91303 -1.13949 -2.40230
H 3.41563 -0.52807 4.89991
H 6.86238 1.30233 0.30031
H 3.93609 -1.09042 -3.86311
H -3.84750 1.22265 -3.48689
H 3.99065 -1.55766 7.08720
H 3.96113 1.55382 -3.99903
H -3.36284 4.44107 -0.96657
H -3.72631 2.29083 2.72656
H 1.03372 0.13847 -3.72223
H 1.27693 -0.53569 3.28597
H 0.08278 -2.47341 1.49244
H 1.34646 6.01804 -3.54627
H -3.53889 -3.64303 1.04381
H 0.92832 0.75880 8.98048
H -4.95898 -2.83867 1.68964
H 6.06445 1.12342 -1.25614
H -5.10008 -4.28526 -0.92898
H -4.66419 3.95732 1.09477
H -2.41266 -5.28581 -3.38911
H -1.49715 -5.44950 -1.13510
H 3.42688 -2.09367 -2.51030
H -5.66863 -1.21140 -3.09073
H 4.41219 2.34232 -2.48630
H -0.23012 -4.30255 -2.67884
H -1.56839 1.23785 2.21894
H -2.91101 -3.76301 -4.11659
H 0.71408 -0.85771 -2.30851
H -0.94704 4.77178 -4.57951
H 3.94285 -0.24674 2.57613
H 1.71131 -4.33262 1.76826
H -0.64373 -2.74687 -3.38330
H 5.44746 0.64059 2.76794
H -5.81062 -0.58167 -1.03175
H -5.90999 -3.03790 -1.88335
H 3.52606 3.55755 1.16164
H 0.85335 3.51446 2.25713
H -2.25095 -1.83407 -4.56193
H 4.06883 -3.96457 1.01609
H 2.34065 4.84675 -2.65601
H -4.96799 -0.66212 -4.60895
H 1.53212 3.32063 4.92089
H -0.15369 -2.85360 -1.68616
H 1.88407 4.51995 -4.34253
H 2.80717 2.59158 -3.16486
H -2.58346 -0.13480 -4.85395
H -2.81354 3.51999 -3.00266
H -1.40739 -0.59425 -3.62339
H -4.62169 -0.12122 0.20322
H 0.42483 0.89594 -2.30043
H -2.74593 0.98196 -2.12379
H -1.57131 -4.10721 0.00325
H 3.91914 1.47039 3.02622
H -3.05673 -4.92966 -0.51488
*
```

Results of the Mulliken charge analysis, in e, for atoms 1 through 8: Br 0.240; Sc -0.575; S -0.364; Si -2.266; Si 0.338; Si 0.286; N 1.387; N 0.156



2.
C19H17FN6O5S | wB97M-V/def2-TZVPD

orbital gap: 8.49 eV
calculated total energy: -52704.862 eV
energy relative to the best compared isomer or geometry (same formula, charge and spin): 0.0 kcal/mol
SMILES: O=C(c1ccc(-n2cncn2)c([N+](=O)[O-])c1)N1CCN(S(=O)(=O)c2ccccc2F)CC1
E_LUMO: -1.2 eV

Geometry as ORCA input:
```
! RIJCOSX wB97M-V def2-TZVPD def2/J DEFGRID3
* xyz 0 1
S 1.65405 1.54481 -3.34496
F 3.55896 -0.80922 -2.96734
O 1.60056 -0.78957 2.89339
O 2.33972 1.23218 -4.62391
O 1.27301 2.96402 -3.24402
O -0.78712 -3.13853 -1.20820
O 0.59955 1.04971 3.33941
N -1.87191 0.90541 6.19270
N 0.20677 0.60704 -3.14301
N -2.17066 0.06765 4.17527
N -1.67984 -1.26002 -2.21240
N 0.59094 -0.10660 2.91865
N -3.30579 0.77210 4.44024
C 0.32238 -0.82707 -3.49604
C 3.50730 0.04674 -1.89619
C 4.24687 0.57058 0.40075
C -1.02715 -1.55957 -3.49431
C -0.69571 1.02236 -2.03677
C -2.83846 -1.44091 0.82736
C 3.44847 1.68504 0.40274
C -1.37855 -2.05375 -1.10809
C 4.26962 -0.26502 -0.73779
C 2.71109 1.97659 -0.74939
C -0.58220 -0.61820 2.32576
C -0.48718 -1.16842 1.01293
C -3.07395 1.31895 5.62362
C -1.32973 0.10915 5.32490
C 2.66718 1.16502 -1.87833
C -1.97993 0.17683 -2.14113
C -2.97429 -0.90336 2.10389
C -1.89911 -0.47768 2.88277
C -1.57607 -1.52547 0.25132
H 1.04625 -1.37213 -2.87772
H 0.51010 -1.21646 0.57378
H -1.70305 -1.23530 -4.29011
H 4.86356 0.27068 1.27017
H 3.36428 2.33509 1.27492
H -3.80367 2.02173 6.06881
H 2.09866 2.87927 -0.74581
H 0.75202 -0.89279 -4.50080
H -2.66620 0.38280 -1.31457
H -0.20138 0.76731 -1.09257
H -0.89355 -2.65127 -3.64754
H 4.84467 -1.23873 -0.69611
H -3.71089 -1.73060 0.24921
H -0.41352 -0.48932 5.51386
H -3.96830 -0.76586 2.47378
H -0.94862 2.10918 -2.06442
H -2.50915 0.55557 -3.02865
*
```

Results of the Mulliken charge analysis, in e, for atoms 1 through 8: S 1.247; F -0.319; O -0.596; O -0.669; O -0.715; O -0.633; O -0.548; N -0.609



3.
C9H12N5 | wB97M-V/def2-TZVPD

orbital gap: 9.17 eV
calculated total energy: -16969.451 eV
energy relative to the best compared isomer or geometry (same formula, charge and spin): 44.2 kcal/mol
E_LUMO: -3.0 eV

Geometry as ORCA input:
```
! RIJCOSX wB97M-V def2-TZVPD def2/J DEFGRID3
* xyz 1 1
N 1.00708 -1.53209 -1.66809
N 1.83351 1.23448 1.18184
N 2.23146 0.01670 1.64486
N 1.27381 0.63696 -0.90129
N 1.60373 2.86762 -0.46580
C 1.96081 -0.94258 0.92639
C -2.69085 0.53179 0.40076
C -0.56310 -0.56245 0.02933
C 0.78110 -0.68544 -0.61530
C -2.43924 -1.84760 1.04655
C -1.11060 -1.70577 0.57858
C -3.22582 -0.60081 1.04028
C -1.42601 0.56701 -0.13016
C 1.55131 1.58832 -0.02832
H -3.31176 1.42851 0.37262
H 2.12920 3.65819 -0.05403
H 0.84542 -2.43711 -1.46241
H 1.84929 -1.45066 -2.07406
H -1.04321 1.45827 -0.53328
H -0.41094 -2.52526 0.58656
H 2.21773 -2.01042 1.14388
H 1.06935 3.10303 -1.31778
H -2.86513 -2.74490 1.42464
H 1.01273 0.86221 -1.83143
H 1.75730 1.96234 1.90889
H -4.24095 -0.64488 1.53544
*
```

Results of the Mulliken charge analysis, in e, for atoms 1 through 8: N -0.536; N 0.226; N -0.726; N -0.404; N -0.422; C -0.004; C -0.700; C 0.778



4.
FN2O3S | wB97M-V/def2-TZVPD

orbital gap (spin up / spin down): 4.03 / 4.03 eV
calculated total energy: -22669.828 eV
energy relative to the best compared isomer or geometry (same formula, charge and spin): 38.8 kcal/mol
E_LUMO (spin up / spin down): 1.1 / 1.1 eV

Geometry as ORCA input:
```
! RIJCOSX wB97M-V def2-TZVPD def2/J DEFGRID3
* xyz -1 1
S -0.11246 0.27526 -0.83821
F -1.09377 1.94939 -2.83465
O -0.08758 -2.86915 1.79885
O 1.85372 -1.93948 2.07904
O -0.75227 2.74619 -0.71094
N -0.47482 1.73137 -1.28593
N 0.66717 -1.89358 1.79185
*
```

For reference, the Mulliken charges in units of e are: S 0.137; F -0.422; O -0.504; O -0.515; O -0.348; N 0.520; N 0.131



5.
FHIPS | wB97M-V/def2-TZVPD

orbital gap: 8.05 eV
calculated total energy: -30958.175 eV
energy relative to the best compared isomer or geometry (same formula, charge and spin): 33.1 kcal/mol
SMILES: F[P@@H](=S)I
E_LUMO: -1.5 eV

Geometry as ORCA input:
```
! RIJCOSX wB97M-V def2-TZVPD def2/J DEFGRID3
* xyz 0 1
I -2.01005 -0.95422 0.45671
S 0.65082 2.16825 0.69878
P 0.17772 0.06267 0.14296
F 0.37593 -0.18977 -1.54223
H 0.80558 -1.08693 0.24378
*
```

For reference, the Mulliken charges in units of e are: I 0.099; S -0.293; P 0.335; F -0.275; H 0.135



6.
C33H30N4O5RhS2 | wB97M-V/def2-TZVPD

orbital gap (spin up / spin down): 9.02 / 6.67 eV
⟨S²⟩: 6.0112
calculated total energy: -75575.303 eV
energy relative to the best compared isomer or geometry (same formula, charge and spin): 0.0 kcal/mol
E_LUMO (spin up / spin down): -2.5 / -5.0 eV

Geometry as ORCA input:
```
! RIJCOSX wB97M-V def2-TZVPD def2/J DEFGRID3
* xyz 1 5
Rh 0.10890 -0.93159 -0.87435
S 2.01847 0.26751 1.88334
S -1.91704 -2.64385 -1.75515
O -2.97061 1.55615 -2.33736
O -0.70737 -3.05952 -1.00903
O 0.99283 0.14404 0.77508
O -0.89990 1.00246 -1.55365
O -2.60348 -3.61200 -2.54196
N 3.71460 -0.01429 -3.06832
N 7.66145 4.54551 -6.21139
N 2.03691 -0.84079 -1.92435
N -1.25575 -1.42063 -2.59289
C 2.49360 0.22333 -2.53889
C 4.02544 2.18910 -4.08091
C 5.82741 0.59624 -4.12334
C 1.38147 -0.71168 3.26076
C 0.34592 2.25975 2.86766
C -3.49629 -0.55925 1.30907
C -5.12658 -2.15691 0.56031
C -1.04631 -1.19551 3.63805
C -0.99531 -3.26443 1.78528
C 6.98397 3.76804 -5.70566
C -3.02612 -1.98208 -0.56708
C -2.63362 -0.97147 0.31649
C -0.06596 2.29577 4.19694
C 4.53159 0.93519 -3.77035
C -0.57509 2.54191 1.85919
C -2.14517 -3.03020 2.53214
C 6.62709 1.52268 -4.76957
C 0.12250 -2.46857 1.97224
C 0.11702 -1.44847 2.91996
C -4.75638 -1.14653 1.44198
C -1.38154 2.60189 4.51913
C -1.88634 2.85883 2.18122
C -4.27353 -2.58136 -0.44770
C 1.76630 1.93142 2.52153
C 4.04284 -1.32310 -2.76028
C 2.99924 -1.82264 -2.05928
C 4.82678 3.11428 -4.72307
C -1.97914 -0.48087 -3.26761
C 6.13526 2.78909 -5.06241
C -2.17322 -1.98612 3.44737
C -2.29319 2.88206 3.51024
C -5.69674 -0.68221 2.52150
C -1.96359 0.93361 -2.20423
H -1.68846 2.63870 5.55700
H -0.96360 -4.07616 1.06531
H 4.96075 -1.78904 -3.06745
H 1.02826 -2.68326 1.41430
H -1.42296 -0.02490 -4.08884
H 2.86992 -2.81297 -1.65506
H 1.96779 1.16061 -2.60819
H 4.43560 4.09295 -4.96548
H 6.23398 -0.38047 -3.90110
H -0.26600 2.52072 0.82029
H 1.25395 -0.03636 4.10582
H -3.01362 -3.66382 2.40301
H -1.66499 -0.48074 0.24361
H 7.63984 1.26212 -5.04634
H 0.65281 2.11656 4.99066
H 3.00743 2.46106 -3.83913
H -1.06109 -0.39826 4.37363
H -2.58740 3.10172 1.39130
H -5.14818 -0.29825 3.38182
H 2.14394 2.55094 1.70664
H -6.09637 -2.63029 0.66725
H 2.19693 -1.39864 3.49024
H 2.44811 2.01788 3.37114
H -3.00705 -0.71122 -3.53502
H -3.18571 0.22248 1.99656
H -4.55815 -3.37090 -1.13087
H -6.33371 0.12382 2.14940
H -3.06968 -1.79101 4.02410
H -6.34922 -1.48864 2.85445
H -3.31448 3.14058 3.76029
*
```

Results of the Mulliken charge analysis, in e, for atoms 1 through 8: Rh 0.998; S 0.097; S 1.705; O -0.517; O -0.682; O -0.246; O -0.402; O -0.734